Molecular formula: C9H14
Method: DFT, ωB97M-V/def2-TZVPD

As for the total energy: -9558.085 eV. The structure (SMILES) is Cc1ccccc1.CC.

Geometry as ORCA input:
```
! RIJCOSX wB97M-V def2-TZVPD def2/J DEFGRID3
* xyz 0 1
C -0.32725 2.52645 0.37503
C -1.04704 1.23053 0.53894
C -1.32216 0.46998 -0.61622
C -1.61909 -0.89419 -0.52603
C -1.73002 -1.45549 0.72476
C -1.68698 -0.72310 1.90498
C -1.33456 0.67866 1.73277
H -0.43896 3.25186 1.16296
H -0.74862 3.16572 -0.34894
H 0.69711 2.32212 0.28294
H -1.17312 0.96605 -1.60561
H -1.63630 -1.54612 -1.39666
H -2.16204 -2.46701 0.88896
H -1.98622 -1.34751 2.94595
H -0.91367 1.26836 2.55773
C 3.35198 -0.37210 -1.12268
C 3.61386 -1.46730 -2.09894
H 4.15715 -0.36738 -0.44472
H 3.22708 0.54655 -1.65798
H 2.37902 -0.52473 -0.58464
H 4.02634 -2.24739 -1.73596
H 4.42711 -1.09987 -2.87115
H 2.75281 -1.88123 -2.66857
*
```